{"formula": "C50H65CoN5O6PSSi", "method": "ωB97M-V with the def2-TZVPD basis set", "symbols": ["Co", "C", "C", "C", "C", "C", "O", "C", "N", "C", "C", "C", "C", "C", "C", "P", "C", "C", "C", "C", "C", "C", "C", "C", "C", "C", "C", "C", "H", "H", "H", "H", "H", "H", "H", "H", "H", "H", "H", "H", "H", "H", "H", "H", "H", "H", "H", "H", "H", "H", "H", "H", "C", "C", "N", "C", "C", "N", "C", "C", "H", "H", "H", "H", "H", "H", "H", "H", "H", "H", "H", "H", "H", "O", "C", "O", "C", "C", "C", "C", "C", "C", "N", "O", "O", "H", "H", "H", "H", "S", "C", "N", "C", "C", "C", "C", "H", "H", "H", "H", "H", "C", "Si", "C", "C", "O", "H", "H", "H", "H", "H", "H", "H", "H", "H", "C", "C", "C", "C", "C", "H", "H", "H", "H", "H", "H", "H", "H", "H", "H"], "coordinates": [[-0.061, 0.523, 0.069], [2.575, -2.663, 4.785], [2.036, -1.942, 3.539], [3.231, -1.261, 2.879], [0.940, -0.930, 3.945], [0.023, -1.516, 5.025], [-1.195, -0.855, 4.887], [-1.290, -0.415, 3.559], [-0.048, -0.411, 2.955], [-2.601, -0.096, 3.173], [-3.551, -0.039, 4.248], [-4.880, 0.212, 4.071], [-5.390, 0.397, 2.786], [-4.509, 0.340, 1.726], [-3.138, 0.134, 1.865], [-2.243, 0.111, 0.271], [-2.989, 1.569, -0.575], [-3.639, 2.577, 0.131], [-4.244, 3.627, -0.534], [-4.222, 3.686, -1.915], [-3.518, 2.727, -2.621], [-2.882, 1.696, -1.955], [-3.251, -1.243, -0.510], [-3.856, -2.219, 0.297], [-4.563, -3.275, -0.245], [-4.684, -3.413, -1.622], [-4.039, -2.493, -2.439], [-3.331, -1.440, -1.896], [3.431, -3.273, 4.502], [1.846, -3.320, 5.252], [2.909, -1.941, 5.527], [1.629, -2.699, 2.863], [3.672, -0.538, 3.562], [2.952, -0.758, 1.960], [3.988, -2.003, 2.625], [1.488, -0.075, 4.352], [0.402, -1.360, 6.038], [-0.141, -2.598, 4.874], [-3.181, -0.190, 5.248], [-5.539, 0.256, 4.928], [-6.443, 0.567, 2.617], [-4.904, 0.449, 0.724], [-3.670, 2.548, 1.209], [-4.744, 4.396, 0.038], [-4.724, 4.490, -2.436], [-3.453, 2.786, -3.697], [-2.260, 1.014, -2.509], [-3.794, -2.133, 1.373], [-5.048, -3.986, 0.412], [-5.260, -4.223, -2.049], [-4.089, -2.600, -3.513], [-2.797, -0.791, -2.566], [1.129, -4.873, 0.165], [1.430, -3.362, -0.044], [0.190, -2.633, -0.060], [-0.620, -2.978, 1.081], [-1.146, -4.423, 0.920], [-0.315, -5.072, -0.129], [-0.627, -4.468, -1.453], [-0.524, -2.939, -1.276], [1.319, -5.180, 1.196], [1.715, -5.503, -0.507], [1.927, -3.178, -0.997], [2.072, -2.969, 0.745], [-1.447, -2.272, 1.150], [-0.026, -2.871, 1.985], [-2.186, -4.421, 0.585], [-1.063, -5.003, 1.842], [-0.520, -6.072, -0.152], [-1.634, -4.762, -1.753], [0.090, -4.850, -2.183], [-1.511, -2.494, -1.211], [-0.051, -2.460, -2.139], [-0.411, -1.183, -3.539], [0.195, -0.206, -3.047], [0.269, 0.046, -1.824], [0.925, 0.673, -4.050], [0.392, 0.729, -5.338], [1.046, 1.407, -6.353], [2.260, 2.009, -6.102], [2.801, 1.963, -4.812], [2.120, 1.313, -3.777], [4.065, 2.547, -4.595], [4.550, 2.542, -3.455], [4.669, 3.027, -5.574], [-0.542, 0.219, -5.522], [0.613, 1.449, -7.344], [2.814, 2.515, -6.879], [2.535, 1.299, -2.783], [2.837, -0.538, -0.345], [4.346, -0.652, -1.054], [4.855, -1.931, -1.220], [6.093, -2.182, -1.746], [6.884, -1.147, -2.134], [6.409, 0.175, -1.994], [5.161, 0.410, -1.460], [4.267, -2.684, -0.898], [6.377, -3.221, -1.820], [7.861, -1.341, -2.548], [7.015, 1.007, -2.313], [4.783, 1.413, -1.366], [-0.599, 5.319, -0.634], [0.186, 3.724, -1.389], [-0.478, 3.767, -3.195], [2.079, 4.052, -1.422], [-0.201, 2.462, -0.540], [-0.400, 6.177, -1.272], [-0.210, 5.545, 0.354], [-1.677, 5.212, -0.551], [0.234, 4.210, -3.888], [-1.395, 4.350, -3.251], [-0.698, 2.766, -3.550], [2.441, 4.363, -2.395], [2.625, 3.156, -1.148], [2.353, 4.827, -0.711], [0.484, 2.124, 4.260], [0.283, 2.097, 2.729], [-1.059, 2.784, 2.469], [1.412, 2.915, 2.096], [0.358, 0.679, 2.070], [0.294, 3.136, 4.615], [1.508, 1.879, 4.549], [-0.219, 1.475, 4.777], [-1.037, 3.811, 2.836], [-1.854, 2.258, 2.991], [-1.254, 2.796, 1.403], [1.298, 2.901, 1.019], [1.382, 3.949, 2.434], [2.387, 2.499, 2.348], [1.421, 0.480, 1.883]], "forces_ev_per_angstrom": [[-1.1, 0.0, 0.5], [-0.2, 0.0, -0.2], [0.1, 0.2, 0.1], [-0.4, -0.1, -0.2], [-0.3, -0.1, 0.4], [0.4, -0.2, -0.1], [-0.2, 0.4, -0.5], [0.6, -0.5, 0.3], [-0.3, -0.7, 1.1], [-0.4, 0.0, -0.2], [0.1, 0.0, 0.3], [0.0, 0.0, 0.0], [-0.2, 0.0, -0.2], [-0.2, -0.1, 0.2], [0.1, 0.1, -0.2], [0.5, 0.2, -0.2], [-0.2, -0.1, 0.2], [0.1, 0.0, -0.1], [-0.1, 0.1, 0.1], [-0.1, 0.1, 0.0], [-0.1, -0.1, -0.1], [0.0, 0.1, 0.1], [-0.5, -0.1, 0.0], [0.1, 0.2, -0.1], [-0.1, -0.4, -0.2], [0.1, 0.0, 0.0], [-0.2, -0.2, 0.0], [0.0, 0.2, 0.3], [0.1, -0.1, 0.0], [-0.1, -0.1, 0.1], [0.1, 0.1, 0.1], [0.0, 0.0, 0.0], [0.1, 0.1, 0.1], [0.1, 0.1, 0.2], [0.2, -0.1, 0.0], [-0.1, 0.0, 0.0], [0.0, -0.1, -0.1], [0.1, 0.1, 0.0], [0.0, 0.0, 0.1], [0.0, 0.0, 0.1], [-0.1, 0.0, 0.0], [0.0, 0.0, 0.0], [0.0, 0.0, 0.0], [0.0, 0.1, 0.0], [0.0, 0.1, 0.0], [0.1, 0.0, -0.1], [0.1, -0.1, -0.1], [-0.1, 0.0, 0.1], [0.0, 0.0, 0.1], [0.0, 0.0, 0.0], [0.0, 0.0, -0.1], [0.1, 0.1, -0.1], [0.7, 0.2, 0.1], [0.0, -0.3, 0.2], [0.3, 0.1, 0.1], [-0.1, 0.0, 0.3], [-0.4, 0.4, 0.6], [-0.1, -0.8, -0.1], [-0.3, 0.4, -0.7], [0.0, 0.2, -0.4], [-0.2, -0.1, -0.1], [-0.2, -0.1, 0.0], [0.0, -0.1, 0.0], [0.1, -0.2, 0.0], [0.1, -0.1, 0.1], [-0.1, 0.0, 0.0], [0.1, -0.1, -0.1], [0.0, -0.1, -0.1], [0.0, 0.2, 0.0], [0.0, -0.1, 0.1], [0.0, -0.1, 0.1], [0.2, -0.2, 0.0], [-0.1, -0.2, 0.2], [-0.3, 0.0, -0.8], [0.0, -0.2, 1.0], [0.6, 0.0, -1.6], [-0.2, -0.2, -0.3], [0.2, 0.1, 0.2], [-0.1, 0.0, 0.0], [0.5, 0.3, 0.2], [-2.0, -0.9, -0.5], [0.4, 0.3, -0.1], [2.6, 1.1, 0.3], [-0.6, 0.0, -1.3], [-0.7, -0.5, 1.2], [0.0, -0.1, 0.0], [0.0, 0.0, 0.0], [0.0, 0.0, 0.0], [0.0, -0.1, 0.2], [0.5, 0.6, -0.7], [-1.5, -1.3, 1.1], [1.1, 0.4, -0.5], [-0.3, 0.3, 0.1], [0.2, -0.6, -0.1], [-1.2, 0.2, 0.5], [1.6, 0.5, -0.8], [0.0, 0.1, 0.0], [0.0, 0.0, 0.0], [0.0, -0.1, 0.0], [0.1, 0.1, -0.1], [-0.1, 0.1, 0.1], [0.4, -0.4, -0.3], [-0.3, 0.8, 0.1], [0.3, 0.0, 0.3], [-0.4, -0.1, -0.1], [0.0, 0.0, -0.1], [0.1, 0.3, -0.2], [0.1, 0.0, 0.3], [-0.2, -0.1, 0.0], [0.2, 0.1, -0.2], [-0.1, 0.1, 0.1], [-0.1, -0.2, -0.1], [0.1, 0.1, -0.3], [0.1, -0.3, 0.1], [0.0, 0.2, 0.2], [0.0, 0.2, -0.2], [0.2, -0.2, 0.2], [0.2, -0.1, -0.1], [-0.2, -0.1, 0.0], [0.8, 0.6, -0.2], [0.0, 0.2, 0.1], [0.1, -0.1, 0.0], [0.0, -0.1, 0.1], [0.0, 0.2, 0.1], [-0.2, 0.0, 0.1], [0.0, 0.0, -0.2], [0.0, 0.0, -0.2], [0.0, 0.3, 0.1], [0.2, -0.1, 0.1], [0.0, 0.1, 0.3]], "multiplicity": 4, "fmax_ev_per_a": 2.88, "total_charge": -1, "s2": 3.81, "orbital_gap_ev": [2.93, 3.52], "de_lowest_ev": 0.7426, "e_homo_ev": [-1.922, -2.516]}